1.
The following is a DFT calculation (ωB97M-V/def2-TZVPD) of C33H36Cl6F6HgN6P as an isolated structure.

## Properties
multiplicity: 2
HOMO energy (spin up / spin down): -5.78 / -9.23 eV
Kohn-Sham gap (spin up / spin down): 5.83 / 9.21 eV
<S²>: 0.7529

Last column: Löwdin charge in e.
CARTESIAN COORDINATES (ANGSTROEM)
1 Hg 22.41 -0.09 15.07  0.89
2 P 25.29 -0.38 12.54  0.23
3 F 26.57 -0.50 11.56  -0.16
4 F 25.67 -1.82 13.23  -0.18
5 F 26.19 0.43 13.67  -0.17
6 F 23.92 -0.49 13.42  -0.28
7 F 24.88 0.98 11.85  -0.13
8 F 24.44 -1.13 11.32  -0.19
9 N 22.02 -2.31 14.23  -0.03
10 C 22.95 -3.32 14.26  -0.11
11 C 22.61 -4.63 13.96  -0.08
12 C 21.42 -4.95 13.42  -0.08
13 C 20.56 -3.91 13.07  -0.05
14 C 20.84 -2.64 13.58  -0.12
15 H 23.96 -3.21 14.62  0.07
16 H 23.45 -5.30 14.05  0.10
17 H 21.15 -5.93 13.06  0.11
18 H 19.61 -4.14 12.61  0.10
19 H 20.05 -1.90 13.58  0.09
20 N 25.87 -4.55 15.77  0.06
21 C 26.67 -5.00 14.76  -0.13
22 C 27.25 -6.30 14.85  -0.05
23 C 26.90 -7.11 15.93  -0.10
24 C 26.23 -6.59 16.99  -0.09
25 C 25.69 -5.33 16.89  -0.12
26 H 26.80 -4.41 13.87  0.08
27 H 27.77 -6.83 14.06  0.10
28 H 27.36 -8.08 16.02  0.11
29 H 26.02 -7.26 17.81  0.10
30 H 25.22 -4.82 17.72  0.10
31 N 29.67 4.55 15.52  0.06
32 C 29.29 3.45 16.23  -0.17
33 C 28.68 2.32 15.75  -0.08
34 C 28.55 2.33 14.34  -0.10
35 C 28.82 3.45 13.58  -0.09
36 C 29.35 4.54 14.20  -0.15
37 H 29.30 3.52 17.31  0.10
38 H 28.59 1.44 16.36  0.10
39 H 28.28 1.46 13.76  0.06
40 H 28.64 3.45 12.51  0.06
41 H 29.57 5.46 13.69  0.10
42 N 23.94 -0.73 16.74  -0.05
43 C 23.57 -0.78 18.08  -0.13
44 C 24.38 -1.27 19.12  -0.07
45 C 25.69 -1.66 18.85  -0.07
46 C 26.16 -1.64 17.51  -0.07
47 C 25.25 -1.27 16.52  -0.11
48 H 22.61 -0.38 18.37  0.09
49 H 24.06 -1.35 20.15  0.10
50 H 26.36 -1.85 19.67  0.10
51 H 27.14 -1.98 17.22  0.10
52 H 25.72 -1.29 15.55  0.07
53 N 23.53 2.21 14.33  0.01
54 C 23.18 3.08 13.31  -0.12
55 C 23.81 4.31 13.16  -0.05
56 C 24.78 4.62 14.11  -0.06
57 C 25.36 3.63 14.90  -0.09
58 C 24.64 2.53 15.12  -0.15
59 H 22.32 2.86 12.70  0.09
60 H 23.41 5.10 12.54  0.10
61 H 25.29 5.56 14.01  0.11
62 H 26.22 3.87 15.50  0.10
63 H 24.90 1.85 15.92  0.09
64 N 21.10 0.60 13.12  -0.05
65 C 20.08 1.51 13.19  -0.17
66 C 19.33 1.95 12.14  -0.06
67 C 19.72 1.53 10.86  -0.05
68 C 20.86 0.77 10.77  -0.09
69 C 21.58 0.34 11.88  -0.12
70 H 19.90 1.93 14.17  0.10
71 H 18.52 2.67 12.18  0.10
72 H 19.26 1.77 9.91  0.11
73 H 21.18 0.40 9.81  0.02
74 H 22.43 -0.32 11.77  0.08
75 C 28.35 1.23 9.72  -0.95
76 Cl 29.36 1.52 8.24  0.46
77 Cl 27.31 2.64 10.17  0.51
78 H 27.60 0.48 9.47  -0.02
79 H 29.04 0.89 10.50  0.03
80 C 28.86 -2.30 13.71  -1.02
81 Cl 29.89 -0.92 14.11  0.57
82 Cl 29.75 -3.81 13.29  0.50
83 H 28.26 -2.50 14.60  0.00
84 H 28.03 -2.18 13.01  0.01
85 C 24.76 0.40 8.52  -0.88
86 Cl 25.53 1.50 7.30  0.47
87 Cl 22.94 0.43 8.10  0.48
88 H 25.27 -0.56 8.46  0.04
89 H 24.88 0.80 9.53  -0.02

---

2.
The following is a DFT calculation (ωB97M-V/def2-TZVPD) of C14H13AsCdO11S as an isolated structure.

## Properties
total charge: -2
HOMO energy: -3.02 eV
Kohn-Sham gap: 7.80 eV

Last column: Löwdin charge in e.
CARTESIAN COORDINATES (ANGSTROEM)
1 Cd -0.21 0.49 -0.06  1.37
2 O 0.83 -0.04 3.97  0.00
3 C 0.64 -0.24 2.77  -0.63
4 O 0.47 0.65 1.90  -0.14
5 C 0.71 -1.74 2.32  -0.11
6 C 1.68 -1.94 1.14  -0.27
7 C 2.13 -3.42 1.13  -0.11
8 C 0.86 -4.10 0.61  -0.11
9 C -0.07 -2.89 0.39  -0.28
10 O 0.84 -1.88 -0.01  -0.11
11 C -0.57 -2.39 1.76  -0.12
12 C -1.82 -1.46 1.57  -0.65
13 O -2.78 -1.70 2.30  0.00
14 O -1.80 -0.62 0.62  -0.14
15 H 1.06 -2.28 3.20  0.14
16 H 2.48 -1.21 1.05  0.16
17 H 2.43 -3.76 2.12  0.10
18 H 2.97 -3.56 0.45  0.10
19 H 0.44 -4.82 1.32  0.10
20 H 1.04 -4.62 -0.33  0.10
21 H -0.84 -3.02 -0.36  0.16
22 H -0.90 -3.21 2.40  0.14
23 O 1.84 3.00 0.74  -0.25
24 As 2.12 2.28 -0.83  0.80
25 O 3.73 2.42 -1.05  -0.52
26 O 1.58 0.74 -0.96  -0.54
27 C 1.31 3.40 -2.25  -0.22
28 C 2.19 4.05 -3.11  -0.09
29 C 1.73 4.71 -4.23  -0.10
30 C 0.38 4.72 -4.52  -0.10
31 C -0.50 4.07 -3.67  -0.07
32 C -0.03 3.41 -2.55  -0.26
33 S -1.19 2.51 -1.50  0.44
34 O -2.47 3.15 -1.73  -0.33
35 O -1.12 1.12 -1.97  -0.39
36 O -0.70 2.64 -0.13  -0.40
37 H 1.19 2.45 1.19  -0.02
38 H 3.25 4.01 -2.85  0.09
39 H 2.43 5.21 -4.90  0.09
40 H 0.01 5.22 -5.41  0.09
41 H -1.57 4.06 -3.85  0.10

---

3.
The following is a DFT calculation (ωB97M-V/def2-TZVPD) of an isolated ion of composition C5H12NS and charge -1.

## Properties
SMILES: CN(C)CCC[S-]
total charge: -1
HOMO energy: -2.39 eV
Kohn-Sham gap: 6.22 eV

Last column: Löwdin charge in e.
CARTESIAN COORDINATES (ANGSTROEM)
1 C -0.59 0.50 1.03  -0.33
2 C -1.71 -0.28 0.36  -0.83
3 S -2.35 0.50 -1.15  0.08
4 C 0.70 -0.22 1.50  -0.20
5 N 1.78 -0.62 0.42  -0.23
6 C 1.15 -0.94 -0.86  -0.16
7 C 2.52 0.63 0.13  -0.15
8 H -0.92 0.99 1.98  0.10
9 H -0.22 1.38 0.49  0.07
10 H -1.43 -1.31 0.16  0.01
11 H -2.40 -0.39 1.23  0.04
12 H 0.65 -1.20 1.98  0.10
13 H 1.08 0.41 2.28  0.08
14 H 0.78 -0.09 -1.45  0.07
15 H 0.29 -1.56 -0.68  0.05
16 H 1.81 -1.56 -1.51  0.08
17 H 3.45 0.69 0.76  0.07
18 H 3.01 0.45 -0.84  0.07
19 H 1.85 1.49 0.10  0.07

---

| no. | strongest force on any atom (eV/A) |
| --- | --- |
| 1 | 5.05 |
| 2 | 3.17 |
| 3 | 2.92 |